Entry 1:
ORCA calculation (wB97M-V/def2-TZVPD) on a structure of composition C10H20ClIN2OPTb.

Structure (XYZ):
```
37
C10H20ClIN2OPTb wB97M-V/def2-TZVPD
C 2.80260 -1.35792 -1.04750
I 3.05148 1.11696 -0.44709
H 1.79792 -1.05273 -1.37401
H 2.71825 -2.45694 -0.92563
H 3.54382 -1.21008 -1.84291
Tb -1.86926 0.35601 0.00881
P -0.84036 0.62469 -2.60154
C 0.77161 1.02189 -3.35485
C -1.32518 -0.85166 -3.58134
H -2.93093 1.81591 -3.03012
H -1.84808 1.82479 -4.46299
H -1.51910 2.90865 -3.07098
C -1.89065 1.91921 -3.36915
H -2.24340 -1.28709 -3.16430
H -1.48744 -0.56820 -4.63050
H 0.64750 1.26701 -4.41974
H 1.46142 0.17579 -3.25915
H -0.52603 -1.60295 -3.52427
H 1.21242 1.87921 -2.83109
C 3.23130 -0.82560 0.24058
O 3.57103 -1.30188 1.29280
Cl -3.52665 -1.41965 -0.29873
C 1.93266 -0.70883 4.17942
C 0.66861 -0.36146 3.51769
C -0.57503 0.03741 4.02933
C -1.41474 0.24950 2.94670
N -0.70677 -0.01969 1.79619
N 0.54363 -0.39561 2.19154
C -2.82742 0.69150 2.84513
H 2.21378 0.08218 4.88825
H 1.82114 -1.64254 4.74954
H 2.74503 -0.84224 3.45591
H -0.83336 0.15743 5.07223
H 1.27032 -0.63198 1.52631
H -3.39722 0.10119 2.08711
H -3.34172 0.53826 3.80346
H -2.90120 1.76942 2.60486
```

Values from the calculation:
- E_tot (eV) = -68054.1410
- 2S+1 = 7
- energy relative to the best compared isomer or geometry (same formula, charge and spin) (kJ/mol) = 0.00
- HOMO-LUMO gap (alpha / beta) (eV) = 7.093 / 7.735
- largest force on an atom (eV/A) = 5.487
- HOMO (alpha / beta) (eV) = -15.198 / -15.198
- total charge = +2

Atom charges from the Mulliken analysis, given in e for atoms 1 to 4: -0.84, 0.09, 0.02, 0.41

---

Entry 2:
ORCA calculation (wB97M-V/def2-TZVPD) on a cluster of 8 separate species, C37H61NO15 in total.

Structure (XYZ):
```
114
C37H61NO15 wB97M-V/def2-TZVPD
C -0.25428 -0.67402 3.39039
C -0.54058 -1.49622 4.62818
C -1.91663 -2.21724 4.19011
C -2.34880 -3.47344 5.00618
C -1.17322 -4.36890 5.11461
C 0.12772 -3.76529 5.73235
N 0.51627 -2.53921 4.98327
O 1.70885 -1.93148 5.49740
C -0.18932 -3.44251 7.25700
C 1.11116 -4.89366 5.62450
C -0.81020 -0.65806 5.83406
H 0.14211 -1.37008 2.65114
H 0.56430 -0.04660 3.74308
H -1.13300 -0.10309 3.09041
H -2.63392 -1.41924 3.99834
H -1.65308 -2.69269 3.24533
H -3.29486 -3.93419 4.72199
H -2.64766 -3.02272 5.95255
H -0.84855 -4.63121 4.10769
H -1.46528 -5.21710 5.73376
H -1.21238 -3.19891 7.54355
H -0.39580 -4.30043 7.89689
H 0.53961 -2.75903 7.69245
H 1.96728 -4.43979 6.12366
H 0.93258 -5.82196 6.16714
H 1.26592 -5.13417 4.57269
H -1.22261 -1.14347 6.71859
H -1.47450 0.16148 5.55990
H 0.06695 -0.07131 6.10686
H 2.26411 -1.87307 4.71646
O 4.57965 2.38628 -0.35088
C 4.15394 1.80282 0.69589
O 4.49260 2.19766 1.97047
C 3.46206 1.67028 2.88924
C 3.01473 0.37638 2.19151
C 3.58669 0.37715 0.72607
H 2.72239 2.46006 3.02049
H 4.03610 1.63485 3.81516
H 1.94479 0.56265 2.09869
H 3.27905 -0.53432 2.72898
H 2.85280 0.10463 -0.03238
H 4.34930 -0.39339 0.61295
O 0.03464 1.69095 -0.15474
C 0.13640 0.50781 -0.54108
O -0.07859 -0.53091 0.15788
C 0.16301 -1.82096 -0.44377
C 0.93317 -1.40412 -1.73537
C 0.52938 -0.02124 -1.96240
H -0.80172 -2.27450 -0.67113
H 0.75936 -2.34703 0.30171
H 0.70010 -1.99136 -2.62358
H 2.02182 -1.35409 -1.71413
H -0.34084 0.08846 -2.60953
H 1.40979 0.48069 -2.36372
O -0.39282 6.84057 2.75686
C 0.44648 6.22765 2.13317
O 0.42202 6.26194 0.72866
C 1.34966 5.30143 0.18912
C 2.41504 5.10999 1.32354
C 1.68548 5.52005 2.61076
H 1.73199 5.85153 -0.67070
H 0.79747 4.46008 -0.22957
H 3.34997 5.65783 1.20578
H 2.70613 4.06130 1.26332
H 2.27434 6.05358 3.35689
H 1.12898 4.71211 3.08580
O -5.78247 0.01513 1.08019
C -5.00613 0.87728 0.61114
O -5.39125 2.16741 0.40555
C -4.50416 2.94431 -0.45728
C -3.34905 2.00325 -0.72252
C -3.74207 0.58410 -0.22785
H -4.29958 3.84730 0.11793
H -5.06398 3.24122 -1.34414
H -2.46892 2.43224 -0.24349
H -3.02795 1.88171 -1.75703
H -2.96350 0.14149 0.39345
H -3.83066 -0.08274 -1.08552
O 2.69313 -3.10042 -7.91716
C 2.80233 -2.30441 -7.02203
O 2.41889 -1.02009 -7.04596
C 2.38017 -0.48684 -5.78019
C 3.33235 -1.28258 -5.03325
C 3.18437 -2.67455 -5.57362
H 1.42032 -0.56484 -5.26960
H 2.68390 0.55808 -5.71690
H 3.08720 -1.25508 -3.97153
H 4.26780 -0.78330 -5.28575
H 2.40522 -3.26085 -5.08651
H 4.12695 -3.22153 -5.59442
O -2.01100 -1.88986 -4.00889
C -1.97696 -2.92695 -4.64426
O -1.20322 -3.05583 -5.66333
C -1.58808 -4.16453 -6.47550
C -2.84966 -4.69658 -6.03009
C -3.04743 -4.12074 -4.65002
H -0.70483 -4.79560 -6.57404
H -1.82504 -3.77192 -7.46434
H -2.72566 -5.76952 -6.17680
H -3.74754 -4.42031 -6.58289
H -2.59447 -4.79410 -3.92235
H -4.06531 -3.87483 -4.34745
O 1.53339 5.75257 -4.52300
C 0.47986 5.32860 -4.14723
O 0.27565 4.04986 -4.20414
C -1.09360 3.61122 -3.84979
C -1.45138 4.71656 -2.86789
C -0.65533 5.91591 -3.37148
H -1.19860 2.62442 -3.39889
H -1.59441 3.76475 -4.80568
H -1.26967 4.47319 -1.82106
H -2.48427 5.06412 -2.84700
H -0.22312 6.41484 -2.50410
H -1.19978 6.65925 -3.95381
```

Values from the calculation:
- E_tot (eV) = -71547.4568
- 2S+1 = 2
- HOMO-LUMO gap (alpha / beta) (eV) = 8.231 / 3.857
- largest force on an atom (eV/A) = 5.817
- HOMO (alpha / beta) (eV) = -11.356 / -11.356
- total charge = +1

Atom charges from the Mulliken analysis, given in e for atoms 1 to 4: -1.89, 1.90, -1.40, -0.76

---

Entry 3:
ORCA calculation (wB97M-V/def2-TZVPD) on an isolated molecule of C4H5ClS2.

Structure (XYZ):
```
12
C4H5ClS2 wB97M-V/def2-TZVPD
C 1.69176 0.48062 0.75664
C -0.44037 -0.46818 -0.41606
C -1.18034 -1.49002 -0.16167
C -0.92351 0.80655 -0.83817
H 1.79809 1.69336 0.48680
H 2.77969 0.23246 1.14131
H 1.01973 0.22626 1.68954
H -0.68493 -2.40066 -0.09842
H -0.47077 1.31017 -1.73887
S 1.32106 -0.68672 -0.66753
S -2.17614 1.66187 -0.17981
Cl -2.73427 -1.36572 0.02624
```

Values from the calculation:
- E_tot (eV) = -38419.1013
- energy relative to the best compared isomer or geometry (same formula, charge and spin) (kJ/mol) = 230.16
- SMILES string = CS/C(C=S)=C/Cl
- HOMO-LUMO gap (eV) = 7.843
- largest force on an atom (eV/A) = 5.388
- HOMO (eV) = -8.604
- total charge = 0

Atom charges from the natural (NBO) analysis, given in e for atoms 1 to 4: -0.78, -0.27, -0.23, -0.30

---

Entry 4:
ORCA calculation (wB97M-V/def2-TZVPD) on an isolated molecule of C2H3N5O.

Structure (XYZ):
```
11
C2H3N5O wB97M-V/def2-TZVPD
C -2.13526 0.32888 -0.08004
C 0.24987 -0.20956 0.30294
H -3.30008 -0.97793 0.45468
H -1.80906 1.28449 -0.33874
H 3.02218 -0.55074 0.18561
N -3.35866 0.09736 -0.21019
N -0.99328 -0.59196 0.21321
N 0.69713 1.04498 0.16748
N 1.98268 0.98951 -0.02861
N 2.27705 -0.31333 -0.25466
O 1.14560 -1.13222 -0.10621
```

Values from the calculation:
- E_tot (eV) = -11614.4035
- energy relative to the best compared isomer or geometry (same formula, charge and spin) (kJ/mol) = 620.04
- SMILES string = [H]/N=C\N=c1/nn[nH]o1
- HOMO-LUMO gap (eV) = 8.393
- largest force on an atom (eV/A) = 7.704
- HOMO (eV) = -9.632
- total charge = 0

Atom charges from the natural (NBO) analysis, given in e for atoms 1 to 4: 0.23, 0.58, 0.32, 0.15

---

Entry 5:
ORCA calculation (wB97M-V/def2-TZVPD) on an isolated molecule of C3H5ClO2S.

Structure (XYZ):
```
12
C3H5ClO2S wB97M-V/def2-TZVPD
C 0.08303 -0.16371 0.19311
C -0.65035 -1.12212 -0.61931
C -0.62782 0.97551 0.79651
O 2.40409 1.16789 0.57581
O 2.36902 -0.85686 -0.87990
S 1.62685 0.22565 -0.20754
Cl -1.16002 2.20195 -0.47374
H -1.62558 -1.15661 -0.25028
H -0.18542 -2.06033 -0.39479
H -0.67436 -1.12119 -1.65612
H -1.62644 0.59789 1.28007
H 0.06698 1.31192 1.63617
```

Values from the calculation:
- E_tot (eV) = -30641.8800
- energy relative to the best compared isomer or geometry (same formula, charge and spin) (kJ/mol) = 226.44
- SMILES string = CC(CCl)=S(=O)=O
- HOMO-LUMO gap (alpha / beta) (eV) = 8.356 / 8.355
- largest force on an atom (eV/A) = 3.684
- HOMO (alpha / beta) (eV) = -9.714 / -9.714
- total charge = 0

Atom charges from the natural (NBO) analysis, given in e for atoms 1 to 4: -0.38, -0.65, -0.42, -0.85

---

Which value of E_tot does entry 3 give? -38419.1013 eV

---

Among the records above, which one has the highest largest force on an atom? C2H3N5O